Density functional theory data (the ωB97M-V functional and the def2-TZVPD basis) for a molecular structure, C20H31BiINOP2 at a distorted geometry.

charge = +2
E_LUMO (alpha / beta) = -8.213 / -8.567 eV
Kohn-Sham gap (alpha / beta) = 4.675 / 4.500 eV

Each line ends with the Löwdin charge.
CARTESIAN COORDINATES (ANGSTROEM)
C -0.525 5.188 -4.695  -0.4915
I -0.248 3.966 -2.937  0.7085
H -0.608 4.513 -5.544  0.0044
H 0.347 5.833 -4.777  0.0078
H -1.437 5.761 -4.546  0.0066
Bi -0.385 0.614 -0.909  1.3013
P 1.866 0.423 -1.432  0.6305
C 3.027 1.595 -0.637  -0.1847
C 2.576 -1.218 -1.033  -0.1917
H 3.615 -1.292 -1.372  0.0817
H 3.286 0.428 -3.429  0.0799
H 1.965 -1.979 -1.524  0.0557
H 1.605 -0.103 -3.765  0.0610
H 2.961 1.491 0.450  0.0387
H 2.531 -1.376 0.048  0.0357
C 2.226 0.611 -3.218  -0.2208
H 4.057 1.407 -0.958  0.0832
H 1.958 1.622 -3.534  0.0118
H 2.746 2.619 -0.899  0.0599
P -2.676 0.577 -0.565  0.6342
C -3.386 1.815 0.584  -0.1992
C -3.655 0.807 -2.097  -0.2052
H -2.961 -1.812 -0.581  0.0493
H -4.389 -1.019 0.159  0.0836
H -2.866 -1.191 1.080  0.0542
C -3.296 -1.017 0.090  -0.2034
H -3.325 0.062 -2.824  0.0627
H -4.727 0.694 -1.901  0.0824
H -4.472 1.700 0.664  0.0808
H -3.152 2.820 0.223  0.0636
H -3.459 1.803 -2.503  0.0523
H -2.934 1.693 1.572  0.0689
C -0.121 2.015 0.223  -0.5810
O 0.049 2.916 0.950  0.1698
C 3.347 -0.266 3.952  -0.0686
C 2.722 0.866 3.445  -0.0590
C 1.703 0.750 2.493  -0.0695
C 1.266 -0.500 2.008  -0.2675
C 1.934 -1.637 2.560  -0.0470
C 2.951 -1.520 3.509  -0.0503
N 0.223 -0.705 0.987  -0.1043
C -0.467 -1.958 1.093  -0.3765
C -0.721 -2.760 -0.030  -0.1025
C -1.398 -3.980 0.117  -0.0661
C -1.834 -4.402 1.379  -0.0568
C -1.589 -3.614 2.501  -0.0466
C -0.911 -2.407 2.363  -0.0436
H 4.138 -0.171 4.685  0.1150
H 3.030 1.845 3.791  0.1162
H 1.300 1.661 2.192  0.0495
H 1.692 -2.642 2.240  0.1159
H 3.438 -2.406 3.895  0.1180
H -0.396 -2.449 -1.011  0.0791
H -1.594 -4.597 -0.749  0.1130
H -2.363 -5.339 1.489  0.1148
H -1.927 -3.933 3.478  0.1192
H -0.741 -1.804 3.248  0.1264

Density functional theory data (the ωB97M-V functional and the def2-TZVPD basis) for a molecular structure, C20H31BiO2 at a distorted geometry.

E_LUMO = 0.274 eV
Kohn-Sham gap = 7.546 eV

Each line ends with the natural charge from an NBO analysis.
CARTESIAN COORDINATES (ANGSTROEM)
O -0.041 1.684 -4.106  -0.5544
C 1.239 2.034 -4.730  -0.0615
C 0.610 2.919 -5.808  -0.4608
H 1.754 1.162 -5.148  0.1776
H 1.890 2.584 -4.042  0.1773
C -0.715 2.475 -5.136  0.2699
H 0.745 2.573 -6.833  0.2104
H 0.830 3.981 -5.714  0.2100
C -1.566 1.647 -6.077  -0.6270
H -0.990 0.851 -6.564  0.2134
H -1.981 2.281 -6.875  0.2151
H -2.412 1.210 -5.536  0.2159
C -1.504 3.624 -4.550  -0.6259
H -0.878 4.250 -3.903  0.2144
H -2.348 3.228 -3.974  0.2156
H -1.910 4.260 -5.347  0.2152
Bi 0.450 -1.877 2.943  1.6858
C -0.189 0.008 5.417  -0.2857
C 1.173 -0.427 5.330  -0.3835
C 1.777 0.259 4.213  -0.4100
H 1.696 -1.061 6.044  0.2265
C 0.778 1.114 3.636  -0.3196
C -0.419 0.947 4.378  -0.3205
H -1.352 1.490 4.205  0.2163
H -0.899 -0.290 6.182  0.2207
H 2.837 0.252 3.957  0.2241
H 0.945 1.819 2.822  0.2124
C -1.911 -3.377 4.054  -0.3254
C -2.669 -2.235 3.674  -0.2878
C -2.594 -2.096 2.257  -0.3158
H -3.251 -1.606 4.339  0.2213
C -1.775 -3.146 1.746  -0.3753
C -1.350 -3.951 2.865  -0.4082
H -0.832 -4.913 2.795  0.2317
H -1.841 -3.798 5.058  0.2263
H -3.131 -1.362 1.657  0.2167
H -1.607 -3.378 0.694  0.2257
O 0.538 -0.821 0.709  -0.6123
C -0.371 0.114 0.044  -0.0636
C 0.483 0.902 -0.934  -0.4447
H -0.861 0.726 0.817  0.2116
H -1.142 -0.490 -0.456  0.1891
C 1.648 -0.050 -1.246  -0.4281
H 0.888 1.807 -0.447  0.2044
H -0.082 1.194 -1.821  0.2618
C 1.858 -0.757 0.077  -0.0717
H 2.555 0.458 -1.581  0.2245
H 1.327 -0.767 -2.017  0.2119
H 2.525 -0.178 0.738  0.1835
H 2.234 -1.787 0.024  0.1977
C 2.255 -3.220 3.034  -1.2281
H 2.154 -3.971 2.240  0.2209
H 2.291 -3.698 4.021  0.2392
H 3.142 -2.595 2.875  0.2231

Density functional theory data (the ωB97M-V functional and the def2-TZVPD basis) for 5 unconnected molecules or ions with the total composition C20H31Cl2NO14 at a distorted geometry.

E_LUMO = 0.465 eV
Kohn-Sham gap = 11.188 eV

Each line ends with the natural charge from an NBO analysis.
CARTESIAN COORDINATES (ANGSTROEM)
C -5.150 -4.857 -3.334  -0.6321
C -4.061 -5.926 -3.408  -0.2197
Cl -4.487 -7.161 -4.630  -0.0476
C -2.714 -5.355 -3.784  0.1211
Cl -1.440 -6.629 -3.481  -0.1044
O -2.468 -4.247 -2.987  -0.5435
C -1.417 -3.468 -3.454  0.8948
N -0.236 -3.563 -2.717  -0.8434
O -1.560 -2.735 -4.416  -0.5672
H -5.962 -5.103 -4.001  0.2343
H -5.574 -4.844 -2.340  0.2274
H -4.790 -3.876 -3.603  0.2329
H -3.958 -6.443 -2.467  0.2312
H -2.639 -5.136 -4.840  0.2155
H 0.428 -4.093 -3.269  0.4049
H -0.420 -4.118 -1.887  0.3962
C -2.599 0.858 0.103  -0.6318
C -1.386 0.011 0.389  0.0574
C -1.090 -1.028 -0.663  -0.0940
O -0.451 -2.062 0.103  -0.5052
C -0.911 -1.973 1.377  0.9709
O -0.741 -2.800 2.210  -0.5813
O -1.587 -0.817 1.558  -0.4965
H -2.548 1.276 -0.903  0.2438
H -3.510 0.266 0.199  0.2192
H -2.673 1.682 0.812  0.2223
H -0.509 0.636 0.572  0.1984
H -0.428 -0.666 -1.445  0.2172
H -1.997 -1.438 -1.117  0.1760
C 1.631 2.191 3.705  -0.6478
C 1.960 3.032 2.499  0.0684
C 1.204 4.336 2.415  -0.0946
O 1.140 4.562 0.998  -0.4926
C 1.193 3.356 0.388  0.9691
O 0.953 3.167 -0.758  -0.5793
O 1.549 2.390 1.271  -0.5051
H 1.719 2.783 4.621  0.2575
H 0.618 1.791 3.626  0.2202
H 2.310 1.343 3.782  0.2234
H 3.038 3.204 2.434  0.1804
H 1.712 5.161 2.907  0.2070
H 0.186 4.254 2.802  0.1860
C 0.341 1.629 -5.636  -0.6277
C -1.028 1.136 -5.235  0.0588
C -2.106 1.359 -6.271  -0.0939
O -3.283 1.489 -5.465  -0.4928
C -2.900 1.955 -4.252  0.9706
O -3.644 2.366 -3.426  -0.5780
O -1.554 1.888 -4.122  -0.4938
H 0.617 1.237 -6.614  0.2183
H 0.359 2.719 -5.667  0.2250
H 1.092 1.313 -4.914  0.2298
H -0.987 0.085 -4.936  0.1980
H -2.211 0.531 -6.968  0.2062
H -1.963 2.288 -6.828  0.1810
C 5.863 0.407 6.345  -0.6296
C 5.380 1.801 6.659  0.0658
C 5.089 2.064 8.120  -0.0959
O 4.062 3.064 8.049  -0.4866
C 3.410 2.900 6.877  0.9767
O 2.382 3.427 6.600  -0.5820
O 4.089 2.053 6.070  -0.4990
H 6.702 0.139 6.988  0.2232
H 5.060 -0.316 6.486  0.2281
H 6.190 0.334 5.308  0.2286
H 6.075 2.547 6.263  0.1848
H 5.946 2.440 8.671  0.2077
H 4.685 1.186 8.629  0.1872

Density functional theory data (the ωB97M-V functional and the def2-TZVPD basis) for a molecular structure, C20H31CoO5S at a distorted geometry.

charge = -1
E_LUMO (alpha / beta) = 2.613 / 2.610 eV
Kohn-Sham gap (alpha / beta) = 6.103 / 7.283 eV
spin multiplicity = 4

Each line ends with the natural charge from an NBO analysis.
CARTESIAN COORDINATES (ANGSTROEM)
O -1.542 0.023 -0.778  -0.5744
C -1.763 -1.175 -1.638  -0.0644
C -3.266 -1.031 -1.673  -0.4633
H -1.427 -2.101 -1.164  0.2010
H -1.266 -1.021 -2.604  0.1876
C -2.988 0.258 -0.896  0.2899
H -3.820 -1.754 -1.074  0.2059
H -3.736 -0.818 -2.636  0.2032
C -3.736 0.253 0.415  -0.6369
H -3.334 -0.545 1.051  0.2238
H -4.792 0.013 0.239  0.2071
H -3.679 1.233 0.904  0.2232
C -3.227 1.459 -1.781  -0.6285
H -2.613 1.373 -2.681  0.2179
H -2.996 2.393 -1.270  0.2203
H -4.271 1.477 -2.085  0.1987
Co 0.158 1.673 0.172  1.1829
C 1.753 2.694 -0.758  -0.3722
C 2.730 1.650 -0.863  -0.2158
C 2.255 0.687 -1.773  -0.3406
H 3.748 1.712 -0.483  0.2315
C 0.990 1.089 -2.267  -0.2800
C 0.662 2.368 -1.688  -0.5073
H -0.077 3.075 -2.068  0.2209
H 1.962 3.670 -0.345  0.2127
H 2.800 -0.202 -2.075  0.1991
H 0.443 0.622 -3.080  0.1962
C 0.581 2.786 1.851  -0.3489
C -0.324 3.432 0.942  -0.3424
C -1.481 2.604 0.813  -0.4275
H -0.213 4.406 0.474  0.2240
C -1.270 1.440 1.630  -0.3505
C -0.016 1.574 2.288  -0.2869
H 0.331 0.908 3.073  0.2543
H 1.507 3.209 2.230  0.2542
H -2.395 2.897 0.310  0.2118
H -1.920 0.601 1.842  0.2220
O -0.603 -3.677 1.357  -0.5510
C -0.208 -2.301 1.270  -0.0771
C 0.779 -2.115 0.093  -0.4773
H 0.300 -1.987 2.203  0.1901
H -1.103 -1.654 1.144  0.1699
C 1.018 -3.504 -0.489  -0.4392
H 1.679 -1.688 0.542  0.2834
H 0.419 -1.351 -0.608  0.2237
C 0.403 -4.411 0.595  -0.0715
H 2.089 -3.683 -0.666  0.2115
H 0.485 -3.611 -1.446  0.1873
H 1.179 -4.732 1.313  0.1610
H -0.084 -5.292 0.182  0.1733
C 4.277 -0.897 0.990  -0.8983
S 3.241 0.157 2.003  2.4096
O 3.264 -0.393 3.353  -1.0156
O 3.742 1.521 1.864  -1.0219
O 1.919 -0.006 1.332  -1.0702
H 5.205 -1.038 1.545  0.2199
H 4.456 -0.410 0.026  0.2266
H 3.773 -1.859 0.843  0.2173